1:
Molecular formula: C5H5NO2
Method: DFT, ωB97M-V/def2-TZVPD

The geometry in XYZ format:
```
13
Properties=species:S:1:pos:R:3
O -0.6372 -1.7523 -2.6954
O -1.0733 -1.0060 1.4086
N -1.9461 -0.3472 0.4337
C 1.7403 -0.1578 -0.9591
C 0.4342 -0.4637 -0.8484
C -0.0055 1.1326 1.4751
C -0.2740 -1.1690 -1.7688
C -0.4973 0.0696 0.7540
H 0.2848 2.0650 1.0214
H -2.6550 0.3701 0.5881
H 2.3729 -0.0451 -0.0869
H 0.0789 1.0706 2.5479
H 2.1771 0.2332 -1.8705
```

Gap between HOMO and LUMO (spin up / spin down)   5.68 / 8.43 eV

Results of the natural (NBO) charge analysis, in e, for atoms 1 through 6: number 1, O, carries -0.417; number 2, O, carries -0.348; number 3, N, carries -0.374; number 4, C, carries -0.332; number 5, C, carries -0.336; number 6, C, carries -0.405



2:
Molecular formula: C5H5NO2
Method: DFT, ωB97M-V/def2-TZVPD

The geometry in XYZ format:
```
13
Properties=species:S:1:pos:R:3
O 0.5656 -1.1485 1.1062
O 0.7654 0.9735 0.1874
N 1.4346 1.3864 1.4487
C -1.8080 -1.8724 -0.6332
C -2.3515 -2.9530 -1.3231
C -1.1962 -0.5404 -0.4330
C 2.2322 2.4562 0.8169
C 0.2201 -0.3528 0.2698
H 2.4673 2.8685 -0.5102
H 3.1035 2.9339 1.3761
H -2.9448 -3.9926 -1.3086
H -1.6122 0.4024 0.4110
H -0.8761 -0.1611 -1.4079
```

Gap between HOMO and LUMO   9.20 eV

Results of the natural (NBO) charge analysis, in e, for atoms 1 through 6: number 1, O, carries -0.538; number 2, O, carries -0.464; number 3, N, carries -0.072; number 4, C, carries -0.006; number 5, C, carries -0.245; number 6, C, carries -0.584



Computed energies relative to the best structure, in eV: 1 0.000; 2 1.288